1.
112
Properties=species:S:1:pos:R:3:forces:R:3:lowdin_spin:R:1 method="wB97M-V/def2-TZVPD" total_charge=-1 s2=6.041 lumo_energy_ev="0.437 / -1.422" e_tot_ev=-137152.2904 max_force_ev_per_a=3.760 gap_ev="5.42 / 3.53" multiplicity=5
Pd -2.05678 2.08082 3.01728 0.241 0.285 0.909 1.47
Pd 3.54557 -0.63099 -2.09507 -0.494 -0.911 -1.560 0.87
S 2.52838 3.08893 -1.97765 0.214 -0.479 -0.816 0.00
S -2.43698 -6.33977 1.23130 1.699 -0.482 0.609 0.00
S -4.46752 -1.86376 -2.82488 -0.729 1.212 -0.913 0.00
S 5.42357 -0.40816 0.99762 -1.580 -0.142 0.589 0.01
S -0.39619 5.29816 3.38219 1.851 -0.478 0.639 0.00
O -2.82648 1.05792 4.66402 -0.925 0.283 -0.119 0.10
O 4.65654 -0.13187 -0.21566 1.132 0.043 0.129 0.01
O -4.70640 -3.29372 -2.94400 0.696 0.570 0.793 0.00
O -2.50213 -7.02971 2.51227 -0.697 0.296 -0.692 0.00
O -0.24147 6.41445 4.29041 -0.573 0.166 -0.810 0.01
O -1.55273 -1.42694 8.34608 1.340 0.388 -0.485 0.00
O -0.34158 1.70182 4.15063 1.096 0.453 -0.720 0.20
O -1.13591 -6.39998 0.57596 -0.970 0.238 -0.040 0.00
O 2.83283 1.68057 -1.93468 -0.156 0.527 0.602 0.01
O -0.67368 2.18160 1.37570 0.627 1.040 -0.579 0.04
O -0.62080 -2.79623 -0.88639 0.803 0.658 0.502 0.19
O 1.13402 -0.89397 7.72857 -0.973 -0.014 -0.301 0.00
O 2.66395 -0.95555 -4.11788 0.260 0.929 0.718 0.06
O -5.02223 -1.08476 -1.71646 0.810 -0.970 -0.398 0.00
O -2.70409 0.51736 1.58634 -0.394 -0.671 -0.106 0.13
O 2.77466 3.94287 -0.82588 -0.258 -0.393 -0.578 0.00
O 1.74954 -1.14763 -0.75078 -1.561 -0.855 -0.292 0.07
O 6.84879 -0.17392 1.10719 -0.728 0.091 -0.360 0.00
O -1.32919 4.26220 3.76773 -0.866 0.125 -0.228 0.03
C -2.95077 -4.60299 1.44500 0.162 -1.172 0.231 0.00
C -4.73227 -5.73901 0.13008 -1.338 0.290 0.375 0.00
C -2.25685 -0.16015 6.61831 -0.183 1.834 -2.999 0.00
C 0.82225 6.08722 1.13500 -0.061 0.095 -0.136 0.00
C 0.50871 0.44278 5.99099 -0.400 1.330 -2.385 0.01
C -1.21622 -0.70060 7.39115 -2.396 -1.486 2.217 0.00
C 5.02679 -2.07622 1.58200 1.611 -0.463 -0.267 0.00
C 3.33908 3.77452 -3.43241 -0.270 -0.691 1.286 0.00
C -1.73424 -1.13881 0.18956 -0.448 0.652 1.052 0.39
C -1.75977 0.13161 0.89271 0.369 0.211 0.005 0.04
C -0.54472 1.08246 0.82512 0.262 -2.380 -1.289 0.01
C 1.25416 4.60494 3.17602 -0.520 -1.125 0.347 0.00
C 0.83726 3.35820 -2.56880 0.337 1.398 -0.415 0.00
C 0.21031 -0.40120 7.06251 2.036 -0.793 1.554 0.00
C -0.47774 1.02309 5.21672 -1.458 -2.141 0.934 0.02
C 0.58414 0.52340 0.15043 -1.953 2.304 0.943 0.18
C 4.10314 -1.90816 2.76229 -0.913 -0.354 0.498 0.00
C -0.58648 5.75339 1.63713 -0.025 -0.458 0.345 0.00
C -1.96898 0.61830 5.49945 1.352 -0.001 1.436 0.02
C 0.61023 -0.75771 -0.42316 3.642 -0.643 0.679 0.01
C -4.21940 0.01094 -4.75071 -0.468 -0.386 1.560 0.00
C 4.45509 0.47486 2.31148 0.786 -0.470 -0.883 0.00
C 0.99259 4.27170 -3.85271 -0.972 0.443 1.123 0.00
C 1.87823 5.31795 1.96268 0.802 0.107 1.177 0.00
C -5.10422 -1.16572 -4.33618 -0.291 -1.329 -0.865 0.00
C -0.54709 -1.68598 -0.34872 -0.981 -0.781 -1.743 0.03
C -2.77217 -1.25521 -3.20591 0.241 -0.482 1.400 0.00
C 0.47871 -1.97384 -4.25146 -1.371 -0.516 1.658 0.00
C 4.24579 -0.53285 3.43232 1.089 0.796 -0.263 0.00
C -4.04124 -4.37235 0.40387 0.812 -0.015 -0.392 0.00
C 2.40951 4.86334 -3.86457 0.588 0.855 -2.396 0.00
C 2.63018 -3.17814 -4.92131 -1.100 -0.703 0.058 0.00
C 1.87083 -1.83868 -4.83249 0.963 0.274 0.645 0.01
C -3.73579 -6.88815 0.06982 1.310 1.177 0.375 0.00
C -2.78247 -0.46223 -4.51151 0.402 -0.664 0.114 0.00
H -3.31254 -0.36045 6.72842 0.101 -0.412 0.581 0.00
H 0.92528 7.17175 1.11420 0.363 -0.020 0.422 0.00
H 0.40062 -2.36422 -3.22237 0.894 -0.438 -0.125 0.00
H -5.34285 -5.66707 -0.76989 0.216 -0.042 -0.167 0.00
H 1.65980 -1.42115 -5.83057 0.481 -0.038 -0.346 0.00
H -5.46641 -5.89035 0.92609 0.146 -0.206 0.151 0.00
H -4.41548 0.73525 -3.95290 -0.074 0.620 -0.547 0.00
H -2.51795 -0.56997 -2.39352 -0.376 -0.040 0.154 0.00
H 2.47926 5.88581 -3.48930 -0.049 -0.479 1.274 0.00
H 3.26784 2.97827 -4.17553 0.216 -0.136 0.109 0.00
H 2.42781 4.64218 1.31101 -0.290 -0.220 0.139 0.00
H 3.70117 -3.08359 -5.07828 -0.030 0.440 -0.054 0.00
H 1.16785 3.51087 3.17509 -0.492 0.046 -1.109 0.00
H 1.48626 1.11508 0.07615 0.104 -0.121 -0.018 0.01
H 5.07795 1.34546 2.50678 -0.299 0.130 0.344 0.00
H -5.01526 -2.02944 -5.00481 0.311 0.213 -0.283 0.00
H 0.41966 3.91898 -1.73266 -0.401 -0.110 -0.121 0.00
H 5.97329 -2.56228 1.84343 0.179 0.629 0.475 0.00
H 1.51848 0.41103 5.60681 0.239 0.438 0.275 0.00
H 0.61038 3.74195 -4.72406 0.917 -0.340 -0.203 0.00
H -6.18600 -1.10192 -4.21332 0.072 0.822 0.126 0.00
H 4.74393 -2.76789 0.78728 -0.879 0.642 -0.230 0.00
H 3.40983 -0.18791 4.03420 -0.302 -0.490 -0.010 0.00
H 5.11752 -0.46830 4.08842 0.026 -0.381 0.009 0.00
H -3.21492 -6.88664 -0.88686 -0.057 -0.209 -0.047 0.00
H -2.05285 0.31976 -4.29890 -0.252 0.357 -0.588 0.00
H 2.75989 5.12024 -4.87644 -0.561 -0.389 -0.275 0.00
H -2.56167 -1.83585 0.13817 -0.414 0.443 0.269 0.01
H 1.03535 5.77413 0.11260 -0.693 -0.048 -0.154 0.00
H -4.45589 0.38007 -5.74214 0.134 0.156 0.012 0.00
H 4.37353 3.91844 -3.12811 -0.016 0.505 -0.248 0.00
H -2.36528 -1.07370 -5.31305 -0.243 0.036 -0.117 0.00
H 2.46698 -3.69137 -3.96838 0.233 0.039 0.107 0.00
H 2.23898 -3.87456 -5.67484 -0.069 0.147 -0.130 0.00
H -0.21756 -2.62481 -4.79483 0.166 0.114 -0.438 0.00
H -0.03957 -1.02792 -4.04030 0.386 0.375 -0.873 0.00
H -1.98643 -4.10326 1.37586 -0.258 0.456 -0.282 0.00
H -3.30658 -4.56411 2.47382 -0.092 0.110 -0.037 0.00
H 4.31912 -2.69080 3.48847 -0.268 -0.057 -0.013 0.00
H 1.72496 4.62724 4.16307 0.244 1.172 -0.158 0.00
H -0.97061 4.83050 1.19935 -0.079 0.040 -0.052 0.00
H 0.28515 5.10414 -3.81087 -0.011 -0.016 0.369 0.00
H 3.07722 -2.02693 2.40703 -0.041 -0.040 0.174 0.00
H 3.50497 0.72607 1.84408 0.140 0.185 -0.180 0.00
H -3.94625 -7.89863 0.40550 -0.671 0.100 -0.109 0.00
H 0.27379 2.45975 -2.79212 0.312 -0.276 0.282 0.00
H -2.03038 -2.04833 -3.10204 -0.200 -0.195 -0.419 0.00
H -3.60290 -3.98059 -0.51660 0.102 -0.225 -0.083 0.00
H -4.71990 -3.58691 0.73288 -0.305 -0.285 0.067 0.00
H -1.33358 6.54232 1.59290 0.086 0.076 -0.176 0.00
H 2.64375 5.97916 2.37246 -0.125 0.306 -0.218 0.00

2.
95
Properties=species:S:1:pos:R:3:forces:R:3:lowdin_spin:R:1 method="wB97M-V/def2-TZVPD" total_charge=+2 s2=2.477 lumo_energy_ev="-7.671 / -7.541" e_tot_ev=-155367.6903 max_force_ev_per_a=3.566 gap_ev="4.64 / 4.76" multiplicity=3
Br -2.32827 -0.48121 0.69552 -0.046 -0.864 0.020 0.17
Ti 0.07874 -0.12810 -0.78249 -2.144 -2.077 1.951 0.83
P 2.30617 -1.27999 -0.77673 1.225 -0.617 0.616 -0.01
P -2.07650 -2.72104 -2.54619 -0.817 -2.989 -1.365 0.01
O -1.07559 -0.95588 5.13288 1.401 1.066 -0.542 0.00
N 0.46191 0.17697 1.44142 -0.360 0.564 0.182 0.01
N 0.05019 0.62254 6.37086 -0.701 -1.297 -0.807 0.00
N -0.90513 6.40531 -6.55558 0.001 0.005 -0.426 -0.01
C 1.41335 1.12802 1.35447 -0.107 -0.335 1.774 0.01
C 3.00797 -1.57472 -2.41707 0.002 -0.434 -0.127 0.00
C 0.33453 0.49125 3.86263 0.630 -0.268 -0.976 0.00
C 5.10751 -1.19817 -0.12909 0.231 0.040 0.142 0.00
C -0.13115 -0.07250 2.66251 0.119 0.050 -0.380 0.00
C -0.46898 1.81683 -0.93408 -0.900 1.219 0.482 0.02
C -0.44437 5.44632 -4.41509 0.513 -0.694 0.241 -0.01
C -0.38073 -3.05079 -1.91892 -0.904 0.397 0.291 0.00
C -2.53283 -1.08604 -4.73124 0.108 0.331 0.330 0.00
C -3.29477 1.55404 -0.67767 0.367 0.530 -0.446 -0.03
C 1.48850 1.29249 3.74850 -0.578 -0.727 1.079 0.00
C -1.10945 2.19862 0.31521 1.114 0.176 -0.719 0.39
C 2.11066 -2.78844 0.29911 -0.344 0.165 0.239 0.00
C 0.05311 2.07023 6.51279 0.142 0.701 1.115 0.00
C -0.95426 4.03267 -6.24793 0.261 -0.409 -0.136 -0.01
C 2.86842 -4.04976 -0.11411 0.237 -0.318 0.082 0.00
C -0.43928 2.88349 -4.04002 -0.998 -0.854 0.513 -0.04
C 0.74889 2.47521 7.84852 0.049 0.281 -0.222 0.00
C -2.40343 1.61350 0.46539 -0.307 0.215 -1.620 0.67
C 1.97815 1.65070 2.50892 0.461 0.647 -0.758 0.00
C 2.90228 -0.29483 -3.26387 0.405 0.391 -0.417 0.00
C 3.75375 -0.48729 0.02341 -0.004 0.531 0.018 0.00
C -3.22419 -3.09847 -1.14730 -0.137 0.640 0.137 0.01
C -1.29911 1.51454 -2.07024 1.394 1.205 -0.876 -0.12
C -1.08918 5.17563 -7.06194 0.221 0.031 1.259 0.00
C -0.59278 4.10185 -4.87987 0.052 0.967 -0.830 0.00
C -0.56793 1.85827 -3.33084 -0.784 2.568 -0.505 -0.02
C -2.22003 -1.07888 -3.21211 -0.208 0.768 0.013 0.00
C -0.58082 6.56056 -5.27151 -0.225 -1.455 0.149 0.00
C -4.51204 -3.84739 -1.57196 0.169 0.036 -0.110 0.00
C -2.74495 1.55268 -1.95038 -0.304 0.556 0.522 0.07
C -0.30328 0.00909 5.16831 -0.977 -0.301 1.079 0.00
C -1.83960 -0.06485 7.95349 -0.306 0.162 -0.184 0.00
C -0.07930 -4.51071 -2.31215 0.576 -0.235 0.069 0.00
C -0.39242 -0.15634 7.58139 1.151 -0.480 -0.680 0.00
H 4.05709 -1.86412 -2.22722 -0.674 0.027 -0.537 0.00
H 0.99747 -4.70278 -2.30129 -0.144 -0.090 -0.034 0.00
H -0.63728 2.93371 1.00050 -0.311 -1.145 -0.096 0.02
H -1.06155 -0.68363 2.66950 1.426 0.277 0.198 0.00
H -3.40672 1.55460 -2.85321 0.909 -0.113 0.906 0.01
H -2.14768 0.96227 8.14008 -0.074 0.073 0.090 0.00
H 3.80194 0.52295 -0.39542 0.183 0.011 -0.006 0.00
H 2.79779 2.36102 2.40645 -0.160 -0.168 0.158 0.00
H -3.42763 -1.69373 -4.94645 0.448 0.209 0.076 0.00
H 5.35701 -1.47437 -1.16436 -0.024 0.179 0.492 0.00
H -1.66777 -1.47691 -5.29552 -0.484 0.043 0.221 0.00
H -0.14392 5.60437 -3.38959 -0.047 0.115 0.121 0.00
H 3.64177 0.49613 -3.00848 -0.351 -0.657 0.079 0.00
H 1.03910 -3.01782 0.41287 0.419 0.057 -0.064 0.00
H 3.51193 -0.35605 1.08156 0.066 -0.056 -0.084 0.00
H -4.29362 -4.81866 -2.04618 0.037 0.459 0.140 0.00
H 3.92426 -3.86037 -0.33941 -0.250 0.013 0.007 0.00
H 0.24522 0.16065 8.40223 0.035 -0.025 -0.083 0.00
H -1.33557 5.09537 -8.13663 0.146 0.038 0.807 0.00
H 1.66678 1.50821 0.36156 0.552 -0.363 0.636 0.00
H -1.06185 3.06247 -6.70695 -0.117 -0.147 -0.079 0.00
H 0.81766 3.57593 7.90505 -0.043 -0.461 -0.082 0.00
H -0.11608 -1.19894 7.35395 -0.196 0.385 0.148 0.00
H 5.16271 -2.10211 0.49436 -0.002 0.303 -0.202 0.00
H -0.47813 -2.91731 -0.81908 0.684 -0.072 -0.343 0.00
H -5.14033 -4.04164 -0.69824 0.141 0.037 -0.020 0.00
H 2.84776 -4.77085 0.71615 -0.038 0.221 -0.235 0.00
H 3.08781 -0.55242 -4.31349 -0.066 0.139 0.196 0.00
H -3.45812 -2.12491 -0.68279 -0.300 -0.776 0.012 0.01
H -0.46005 -4.73806 -3.32573 0.173 0.257 0.579 0.00
H -0.53764 -5.22049 -1.60583 0.033 0.315 -0.258 0.00
H 2.41081 -4.54604 -0.97680 0.179 0.228 0.214 0.00
H -2.01123 -0.64889 8.85374 -0.040 0.014 0.103 0.00
H -3.00417 -0.57581 -2.61518 0.478 -0.041 -0.522 0.00
H -4.34873 1.32827 -0.46419 0.401 0.344 -0.360 0.01
H 0.58173 2.53447 5.67176 -0.320 -0.036 0.271 0.00
H -5.12585 -3.25870 -2.26845 0.295 -0.118 0.104 0.00
H -2.44346 -0.47991 7.15664 -0.246 -0.014 -0.060 0.00
H 1.91588 0.20319 -3.23153 0.124 -0.338 0.021 0.00
H 2.42825 -2.43032 1.29834 -0.006 -0.157 -0.451 0.00
H -2.65775 -3.70714 -0.41850 -0.177 0.267 -0.210 0.00
H -1.24529 -0.57787 -3.04764 -0.496 0.066 -0.194 0.00
H -0.41600 7.57993 -4.89503 -0.138 -0.541 -0.227 0.00
H 0.70344 1.72214 -1.04946 -1.728 1.538 -0.402 0.00
H 5.89444 -0.50210 0.20033 -0.242 -0.327 -0.022 0.00
H 1.97558 1.57617 4.68543 0.021 0.189 -0.547 0.00
H 0.17548 2.14673 8.74344 0.433 0.228 -0.707 0.00
H 0.32426 -2.33891 -2.40111 -0.147 -0.234 0.237 0.00
H 1.78545 2.07201 7.89616 -0.719 0.163 0.019 0.00
H -2.71296 -0.04938 -5.06161 0.022 -0.351 -0.020 0.00
H -0.98964 2.45541 6.53493 0.508 -0.138 -0.147 0.00
H 2.50369 -2.43124 -2.88663 0.148 0.285 -0.019 0.00